1.
A 3-piece molecular cluster, C34H62IN3O9 overall in a non-equilibrium geometry, computed with wB97M-V/def2-TZVPD.

Results
**Kohn-Sham gap**: 6.552 eV
**Maximum force**: 0.1740 hartree/bohr
**Molecular weight**: 783.8 g mol⁻¹
**Net charge**: 0
**Multiplicity**: 1
**E_LUMO**: -2.02 eV
**HOMO**: -8.574 eV
**DFT total energy**: -67243.61093 eV
**Structure (SMILES)**: CCCCCCCCC1=C(CCOC(=O)CC)C(=O)C(N(C)C(C)=O)=C(I)C1=O.COCCNCCOC.COCCNCCOC

Each line ends with the Mulliken charge.
Cartesian coordinates (Å):
C  0.19734  -2.65764  0.27131  -0.52
C  0.79548  -3.16788  -1.16915  -0.42
C  -0.29842  -3.01282  -2.42215  -0.08
C  0.29333  -2.06928  -3.65912  -0.80
C  -0.53105  -0.62628  -3.80119  0.38
C  0.34908  0.66599  -3.30755  -0.54
C  -0.37426  2.12160  -3.52345  -0.23
C  -1.16673  2.68118  -2.17265  -0.99
C  -2.63068  1.87940  -2.17355  0.11
C  -3.78686  2.27769  -3.06350  0.92
C  -3.69547  3.57625  -4.07152  -0.68
C  -3.98171  3.23902  -5.65152  -0.20
O  -3.08369  2.23477  -6.24614  -0.26
C  -3.94027  1.23634  -6.90821  0.56
O  -3.97269  -0.00679  -6.35785  -0.51
C  -4.90382  1.49682  -8.21634  -0.44
C  -6.52895  1.41785  -7.84431  -0.80
C  -5.13222  1.29409  -2.92629  0.41
O  -5.91678  1.24072  -4.02938  -0.61
C  -5.41550  0.43571  -1.55861  0.29
N  -6.74683  -0.10846  -1.09013  0.28
C  -7.92299  0.71504  -1.56611  -0.72
C  -6.93325  -1.57444  -1.41312  0.42
C  -6.14461  -2.42276  -2.57464  -0.58
O  -7.80854  -2.27875  -0.64476  -0.57
C  -4.22010  0.10918  -0.68798  -1.26
I  -4.37198  -1.07531  1.18749  0.10
C  -2.70941  0.59647  -1.10502  0.50
O  -1.55767  0.04920  -0.67318  -0.43
H  0.49889  -3.35939  1.18281  0.13
H  -0.98185  -2.65680  0.23945  0.16
H  0.52670  -1.55075  0.55779  0.09
H  1.70275  -2.47846  -1.45918  0.17
H  1.17838  -4.29289  -1.05646  0.27
H  -1.33656  -2.65216  -2.01713  -0.03
H  -0.45961  -4.12737  -2.81379  0.37
H  0.05089  -2.66780  -4.64987  0.26
H  1.43019  -1.80552  -3.53330  0.32
H  -1.54314  -0.78553  -3.23416  -0.42
H  -0.81887  -0.42017  -4.94111  0.28
H  1.33776  0.67215  -3.97443  0.41
H  0.73869  0.58985  -2.18917  0.02
H  -1.11097  2.18319  -4.43128  0.02
H  0.48118  2.92729  -3.72853  0.32
H  -0.56102  2.48826  -1.17808  0.32
H  -1.29925  3.84844  -2.34519  0.31
H  -4.50992  4.38975  -3.75572  0.38
H  -2.66029  4.13996  -4.02458  0.17
H  -3.82127  4.25632  -6.24950  0.29
H  -5.11212  2.94337  -5.83908  0.00
H  -4.66276  2.55541  -8.71287  0.25
H  -4.73403  0.64864  -9.02741  0.33
H  -6.84542  0.35623  -7.42925  0.22
H  -7.14951  1.55961  -8.84939  0.33
H  -6.85714  2.28038  -7.10747  0.23
H  -7.79942  1.87324  -1.45319  0.29
H  -8.15666  0.36567  -2.67848  0.28
H  -8.86353  0.34507  -0.93082  0.28
H  -6.65970  -2.22673  -3.62062  0.24
H  -4.99200  -2.15807  -2.65191  0.09
H  -6.22159  -3.58932  -2.38406  0.31
C  4.50662  -3.27844  7.32034  -0.82
O  5.27842  -2.79869  6.22783  -0.19
C  6.06953  -3.81215  5.59625  -0.88
C  5.50609  -4.16482  4.20918  -0.12
N  4.23262  -4.88524  4.31545  -0.34
C  3.49148  -4.98036  3.05148  -0.98
C  3.06302  -3.66641  2.37101  0.12
O  2.05710  -2.93831  3.07990  -0.48
C  2.54731  -2.13517  4.14416  -0.33
H  4.11293  -2.41478  7.86302  0.23
H  3.66031  -3.87169  6.97066  0.34
H  5.11850  -3.86967  8.01087  0.32
H  6.17878  -4.70458  6.22649  0.43
H  7.06675  -3.38312  5.45946  0.37
H  6.22874  -4.78882  3.67456  0.40
H  5.38668  -3.22702  3.65890  0.12
H  3.64024  -4.41403  4.99130  0.12
H  2.58488  -5.55786  3.26764  0.40
H  4.08020  -5.57196  2.34496  0.40
H  2.60639  -3.93638  1.41096  0.08
H  3.91031  -3.01644  2.12060  0.27
H  3.54109  -1.72639  3.93758  0.23
H  2.55041  -2.70784  5.06839  0.13
H  1.85684  -1.29976  4.28835  0.17
C  4.70618  0.88627  5.26142  -0.86
O  3.51567  1.08608  4.51165  -0.16
C  2.56276  1.93333  5.16434  -0.93
C  2.46876  3.29846  4.46192  -0.17
N  3.68273  4.09450  4.67317  -0.33
C  3.79346  5.26281  3.79071  -0.67
C  3.83222  5.01243  2.27121  -0.45
O  5.02175  4.36507  1.81244  -0.44
C  5.02350  2.95278  1.96553  -0.50
H  5.26863  0.07295  4.79497  0.17
H  5.33160  1.78021  5.24783  0.38
H  4.48233  0.60157  6.29565  0.36
H  2.77356  2.04444  6.23615  0.41
H  1.59320  1.43493  5.07067  0.38
H  1.60653  3.84673  4.85352  0.41
H  2.30076  3.10576  3.39834  0.14
H  4.49569  3.50712  4.51886  0.08
H  4.72189  5.77451  4.07061  0.37
H  2.97443  5.95089  4.01762  0.39
H  3.82783  5.99509  1.78393  0.35
H  2.93938  4.49587  1.89829  0.32
H  4.02695  2.51687  1.84617  0.25
H  5.44804  2.68601  2.93029  0.14
H  5.67741  2.52653  1.19993  0.35

Forces on the atoms, in the same order (eV/Å):
C -0.466 0.008 0.627
C -0.066 0.503 0.123
C 0.968 -1.069 0.197
C -1.449 0.294 -0.225
C -0.017 -0.165 -0.385
C 0.507 0.040 -0.395
C 0.853 0.875 0.649
C -0.710 -0.682 -1.194
C -2.083 1.273 -1.105
C 2.743 -1.916 3.338
C -0.534 -0.269 -0.276
C -1.169 1.811 -0.386
O -3.161 -1.269 -0.993
C -0.268 -6.658 3.174
O 0.473 8.137 -3.686
C -0.311 0.623 -0.177
C -0.230 0.029 -0.398
C -1.988 0.782 -5.128
O 4.148 0.067 7.030
C 3.345 -1.087 2.349
N 1.980 -0.332 -2.659
C -2.211 -1.098 -0.536
C -3.719 -4.192 3.792
C 0.342 0.043 -0.226
O 5.159 4.810 -4.857
C -1.682 1.227 -2.621
I 0.133 1.158 -2.026
C 3.804 -1.272 0.447
O -7.576 3.365 -2.328
H -0.536 1.561 -2.075
H 2.334 0.024 0.015
H -0.659 -2.440 -0.757
H -1.574 -1.544 0.685
H -0.872 2.511 -0.402
H 2.049 -0.427 -0.810
H 0.227 2.496 0.603
H 0.966 1.281 1.943
H -2.156 -0.897 -0.323
H 1.928 0.669 -0.974
H 0.666 -0.504 2.449
H -2.119 -0.065 1.323
H -1.068 0.013 -2.262
H 1.401 -0.439 1.700
H -1.734 -1.749 0.394
H -1.403 0.243 -2.154
H -0.052 -2.555 0.625
H 1.621 -1.919 -0.673
H -2.017 -1.580 0.207
H -0.230 -2.038 1.324
H 2.404 0.472 0.737
H -0.485 -2.363 1.187
H 0.067 1.781 2.006
H 0.956 2.340 -0.642
H 1.497 -0.186 2.082
H 0.726 -1.920 -1.432
H 0.109 -2.449 -0.214
H 0.423 1.374 2.186
H 2.178 0.987 -1.250
H 1.088 -0.101 2.183
H -2.543 -0.304 0.156
H -0.087 2.710 0.003
C 0.117 0.321 -0.097
O 0.049 -0.479 0.264
C -0.034 0.212 -0.625
C -0.313 -0.077 0.702
N 0.150 0.206 -0.145
C -0.167 0.227 0.315
C -0.380 -0.261 -0.072
O 0.616 -0.122 -0.160
C -0.390 0.064 -0.167
H 0.096 -0.044 -0.140
H -0.060 -0.189 0.123
H -0.084 -0.017 -0.072
H -0.219 0.125 -0.060
H -0.021 -0.038 -0.002
H -0.026 0.002 0.006
H 0.210 0.114 -0.049
H 0.146 -0.068 -0.110
H 0.073 0.093 -0.129
H 0.066 0.064 -0.047
H 0.010 0.030 0.131
H 0.004 0.023 0.214
H -0.062 -0.092 0.038
H 0.221 0.007 0.264
H 0.071 -0.076 -0.160
C -0.122 -0.208 -0.255
O 0.054 0.196 0.544
C -0.217 0.264 -0.549
C 0.565 -0.343 0.357
N -0.190 -0.051 -0.226
C 0.280 -0.332 -0.010
C 0.303 0.371 0.027
O -0.578 -0.003 0.091
C 0.261 0.196 -0.246
H -0.155 0.068 0.030
H 0.115 0.081 0.196
H 0.060 0.060 -0.065
H 0.166 0.031 -0.193
H 0.004 0.035 0.014
H 0.026 0.006 -0.006
H -0.217 -0.111 -0.038
H -0.177 0.068 0.054
H -0.127 0.005 -0.126
H -0.082 -0.030 -0.058
H 0.081 -0.114 0.062
H 0.089 -0.168 0.118
H 0.036 0.052 0.124
H -0.100 -0.267 0.174
H -0.072 0.149 -0.006

2.
A 5-piece molecular cluster, C34H63F7N6O6P2 overall in a non-equilibrium geometry, computed with wB97M-V/def2-TZVPD.

Results
**Kohn-Sham gap**: 7.210 eV
**Maximum force**: 0.0302 hartree/bohr
**Molecular weight**: 846.8 g mol⁻¹
**Net charge**: 0
**Multiplicity**: 1
**E_LUMO**: 0.58 eV
**HOMO**: -6.628 eV
**DFT total energy**: -95106.70089 eV
**Structure (SMILES)**: CCC[C@H](C)P(CCN(CC)C(C)=O)(Cc1cccc(C)c1)(P(N)O)C(F)(F)C(F)(F)C(F)(F)F.CNC(C)=O.CNC(C)=O.CNC(C)=O.CNC(C)=O

Each line ends with the Mulliken charge.
Cartesian coordinates (Å):
C  -1.76108  1.86177  -1.22721  -0.95
C  -0.71223  1.17610  -2.12126  -0.77
C  0.11715  0.09023  -1.41450  -1.08
C  1.63796  0.06815  -1.76656  0.89
C  1.89679  -1.18995  -2.60568  -2.61
P  2.77346  0.43356  -0.35745  1.74
C  4.41041  1.25485  -0.75422  -1.74
C  4.77258  1.30402  -2.25064  -1.58
N  5.27361  2.63961  -2.63299  0.65
C  5.64120  2.64972  -4.05727  -0.45
C  4.44167  2.64689  -4.98354  -1.21
C  6.45105  2.94369  -1.89049  0.75
C  6.78084  4.40089  -1.79483  -1.61
O  7.13982  2.10736  -1.38025  -0.56
C  2.34968  0.02035  1.43206  -2.24
C  1.91582  -1.37190  1.82784  1.09
C  2.52023  -1.94175  2.96124  -1.08
C  2.13450  -3.19842  3.42659  -1.15
C  1.13969  -3.91010  2.76979  -0.78
C  0.50500  -3.35903  1.65131  0.17
C  -0.58099  -4.10628  0.93960  -1.57
C  0.90162  -2.09055  1.20675  0.72
P  3.84274  -1.66320  -0.40625  0.25
N  4.91838  -1.66992  -1.76404  -0.36
O  4.98347  -1.50938  0.81005  -0.58
C  1.99938  2.24077  0.00331  -0.44
F  2.70199  2.70633  1.10031  -0.43
F  0.70374  2.19842  0.42938  -0.06
C  2.04782  3.41119  -1.03260  0.57
F  0.78267  3.79839  -1.32712  -0.30
F  2.60685  3.08580  -2.19780  -0.18
C  2.71474  4.71996  -0.52750  0.49
F  3.98046  4.55362  -0.19722  -0.18
F  2.67827  5.60542  -1.51718  -0.29
F  2.05332  5.22133  0.48696  -0.26
H  -2.75630  1.71810  -1.63992  0.42
H  -1.78107  1.43299  -0.23135  -0.04
H  -1.61619  2.93300  -1.17289  0.22
H  -1.24843  0.69690  -2.93575  0.56
H  -0.07591  1.92088  -2.58713  0.26
H  -0.29962  -0.85916  -1.73436  1.28
H  -0.06672  0.11964  -0.34752  -0.77
H  1.77792  0.87490  -2.48301  0.83
H  1.77272  -2.11692  -2.05962  0.39
H  1.11454  -1.18363  -3.35896  0.83
H  2.82446  -1.15978  -3.16261  0.37
H  5.21001  0.71611  -0.25790  1.02
H  4.46925  2.27732  -0.38372  0.99
H  3.94358  1.03175  -2.88849  0.18
H  5.55858  0.58743  -2.46359  0.76
H  6.22118  3.54489  -4.26868  0.50
H  6.28332  1.79776  -4.30148  0.34
H  3.75292  3.45422  -4.75973  0.20
H  4.78986  2.72263  -6.00917  0.48
H  3.88388  1.71687  -4.92240  0.26
H  7.57822  4.63525  -2.49522  0.43
H  5.93254  5.01699  -2.06314  0.33
H  7.11859  4.63697  -0.79419  0.41
H  3.25867  0.25708  1.97848  0.42
H  1.59782  0.69737  1.83148  0.72
H  3.30301  -1.41833  3.48929  0.39
H  2.61981  -3.62402  4.28950  0.41
H  0.85047  -4.89178  3.11044  0.41
H  -0.24686  -4.49855  -0.01722  0.32
H  -0.90011  -4.94860  1.54568  0.39
H  -1.44858  -3.48121  0.76569  0.38
H  0.39736  -1.68252  0.34463  0.65
H  4.89080  -2.58908  -2.17732  0.30
H  5.87310  -1.42844  -1.53188  0.25
H  5.08556  -0.60738  1.13528  0.39
C  -5.43948  -2.11712  1.99209  -1.02
C  -5.03549  -3.23695  1.07139  0.53
O  -4.70678  -3.04926  -0.09114  -0.72
N  -5.05003  -4.49197  1.59223  -0.16
C  -5.39007  -4.88987  2.94590  -0.73
H  -5.36350  -1.18215  1.44374  0.42
H  -6.47058  -2.25352  2.32561  0.46
H  -4.78042  -2.06873  2.85809  0.20
H  -4.77956  -5.20612  0.93534  0.25
H  -4.54264  -5.39279  3.41465  0.26
H  -6.23761  -5.57846  2.93575  0.31
H  -5.64833  -4.02322  3.54542  0.23
C  -2.24904  0.32951  5.06263  -1.54
C  -2.21698  0.21321  3.55716  0.94
O  -2.76956  -0.70269  2.97082  -0.61
N  -1.56367  1.18212  2.86361  0.14
C  -0.89893  2.37530  3.35415  -0.89
H  -2.81654  -0.51073  5.45296  0.22
H  -1.23954  0.30212  5.47469  0.45
H  -2.73348  1.25855  5.36830  0.41
H  -1.56458  1.02568  1.86716  -0.16
H  -1.36253  3.25459  2.90331  0.29
H  0.15373  2.36408  3.06641  0.16
H  -0.96799  2.46861  4.43286  0.43
C  -6.16367  -0.12128  7.07616  -1.64
C  -5.81973  -0.48616  5.65019  1.01
O  -5.29640  -1.54755  5.35804  -0.57
N  -6.10676  0.42326  4.68119  0.02
C  -6.72132  1.72879  4.82398  -0.98
H  -5.86929  -0.94531  7.71794  0.33
H  -5.62895  0.77718  7.38684  0.37
H  -7.23548  0.04668  7.18608  0.41
H  -5.84006  0.11924  3.75651  0.10
H  -7.64487  1.77794  4.24476  0.32
H  -6.04680  2.50614  4.46051  0.28
H  -6.95393  1.93032  5.86392  0.38
C  -1.94071  -3.15178  -6.47232  -1.42
C  -1.31903  -1.90974  -5.87927  0.84
O  -0.32961  -1.96060  -5.16719  -0.60
N  -1.90602  -0.71751  -6.16579  -0.12
C  -3.07832  -0.46509  -6.98203  -0.88
H  -1.35980  -4.00944  -6.14971  0.29
H  -2.96832  -3.27218  -6.12827  0.38
H  -1.93146  -3.10760  -7.56191  0.39
H  -1.44374  0.07085  -5.74120  0.19
H  -2.82326  0.18732  -7.81877  0.30
H  -3.85382  0.02244  -6.38910  0.29
H  -3.47606  -1.39374  -7.37543  0.32

Forces on the atoms, in the same order (eV/Å):
C -0.237 -0.158 -0.475
C -0.245 -0.008 0.172
C 0.004 0.073 0.028
C -0.778 -0.215 -0.368
C -0.322 0.323 -0.338
P 1.202 -0.984 0.010
C -0.100 0.386 -0.252
C 0.362 0.032 -0.128
N 0.200 -0.647 0.235
C -0.409 0.397 -0.322
C -0.067 -0.275 0.007
C -0.326 0.623 -0.431
C -0.035 0.324 -0.464
O 0.303 -0.710 0.687
C -0.535 0.097 0.017
C 0.328 -0.560 0.565
C -0.340 -0.364 -0.178
C -0.077 0.385 -0.427
C -0.044 0.470 -0.439
C 0.397 0.352 0.269
C -0.002 -0.128 0.178
C -0.069 -0.301 0.171
P 0.125 -0.961 -0.135
N -0.326 0.123 0.010
O -0.260 0.304 0.244
C -0.079 0.599 -0.184
F 0.126 -0.030 0.199
F -0.226 -0.095 0.146
C -0.690 0.543 0.474
F -0.257 0.070 -0.066
F 0.345 -0.397 -0.296
C -0.044 -0.452 -0.727
F 0.785 -0.112 0.281
F -0.028 0.437 -0.502
F -0.448 0.269 0.824
H -0.162 -0.060 0.004
H 0.064 0.057 0.183
H 0.187 0.179 0.234
H 0.037 -0.077 -0.240
H 0.169 0.128 0.032
H 0.084 -0.307 0.063
H 0.064 0.248 0.195
H 0.236 0.419 0.206
H 0.210 -0.143 0.193
H -0.165 -0.087 -0.204
H 0.372 -0.144 0.240
H 0.002 -0.082 0.225
H -0.168 -0.036 0.161
H -0.198 0.168 -0.139
H -0.010 -0.263 0.038
H 0.110 0.166 0.135
H 0.121 -0.151 0.125
H -0.002 0.227 0.005
H -0.016 0.147 -0.177
H -0.076 -0.154 0.056
H 0.270 0.003 0.019
H -0.191 0.095 0.053
H 0.098 -0.017 0.163
H 0.193 0.109 0.050
H -0.002 0.205 -0.180
H 0.125 0.145 -0.043
H 0.091 -0.034 0.148
H -0.052 -0.135 0.096
H 0.095 0.008 -0.168
H -0.092 -0.160 0.036
H -0.185 0.186 -0.088
H -0.011 0.007 -0.101
H 0.208 -0.094 -0.114
H 0.044 0.043 0.002
H 0.154 -0.039 0.017
C -0.049 0.104 -0.037
C 0.076 0.076 -0.157
O -0.028 -0.023 0.048
N -0.058 -0.025 0.109
C 0.087 -0.126 -0.239
H 0.047 -0.027 -0.073
H 0.029 -0.020 0.090
H -0.073 0.029 0.052
H 0.023 -0.005 0.004
H -0.020 0.030 0.086
H -0.026 0.029 0.076
H 0.026 0.018 0.018
C -0.017 -0.078 0.018
C -0.099 0.041 0.013
O 0.047 -0.025 -0.034
N 0.079 -0.017 0.110
C -0.030 -0.065 -0.359
H -0.023 -0.024 -0.055
H 0.003 0.083 0.022
H 0.064 0.033 0.033
H 0.011 0.038 -0.002
H 0.067 0.094 0.074
H 0.023 0.064 0.096
H -0.054 -0.146 0.029
C 0.021 -0.061 -0.012
C 0.024 0.049 -0.142
O -0.008 -0.154 0.181
N -0.037 0.069 0.080
C 0.110 -0.169 -0.218
H 0.020 -0.037 -0.033
H -0.062 0.040 0.012
H 0.009 0.073 0.028
H 0.045 0.001 -0.013
H -0.034 0.057 0.056
H -0.031 0.061 0.053
H -0.003 -0.003 0.027
C 0.040 -0.017 0.023
C -0.005 0.015 0.041
O 0.026 0.021 0.015
N -0.051 -0.070 -0.065
C 0.181 0.174 0.162
H 0.039 0.021 0.033
H -0.026 0.001 -0.064
H -0.075 -0.006 -0.005
H -0.002 0.013 0.007
H -0.057 -0.039 -0.053
H -0.062 -0.045 -0.043
H -0.004 -0.025 -0.002